Computed, not measured: C4H10Se in the gas phase at a distorted geometry, with wB97M-V/def2-TZVPD.

Results
DFT total energy	-2559.8199	a.u.
net charge	0
lowest unoccupied orbital energy	0.74	eV
molar mass	137.084	g/mol
SMILES	CC(C)(C)[SeH]
energy above the lowest of the compared OMol25 structures with the same formula, charge and spin	0.012	eV

Each line ends with the natural charge from an NBO analysis.
Element x y z (Å)
1 C 0.029 0.333 1.533  -0.644
2 C -0.033 -0.146 0.089  -0.083
3 C -1.197 0.490 -0.653  -0.635
4 C 1.285 0.101 -0.626  -0.635
5 Se -0.338 -2.144 0.228  -0.007
6 H 0.816 -0.191 2.077  0.218
7 H 0.243 1.401 1.564  0.216
8 H -0.919 0.157 2.041  0.217
9 H -2.145 0.221 -0.192  0.220
10 H -1.100 1.575 -0.627  0.206
11 H -1.215 0.169 -1.694  0.212
12 H 1.264 -0.314 -1.632  0.212
13 H 1.470 1.172 -0.699  0.207
14 H 2.109 -0.356 -0.082  0.219
15 H -0.268 -2.469 -1.326  0.078